Entry 1:
The following is a DFT calculation (wB97M-V/def2-TZVPD) of a molecular structure, C13H23F3NO4P2Ru.

Each line ends with the Mulliken charge.
Cartesian coordinates (Å):
Ru -0.30256 -0.46455 0.20607  -0.16
P 1.83704 -0.67110 -0.01046  0.94
C 2.14581 -0.91464 -1.79042  -1.00
C 0.93757 -1.56627 -2.40742  0.37
N -0.22818 -1.38295 -1.76403  0.19
C -1.36531 -1.53329 -2.45444  0.43
C -1.39352 -2.30199 -3.61502  -0.73
C -0.19999 -2.72944 -4.18190  -0.60
C 0.98331 -2.31498 -3.58392  -0.60
C -2.55583 -0.79959 -1.91226  -1.11
P -1.90417 0.54566 -0.81044  1.25
H 1.96964 -2.57275 -3.96034  0.58
H -2.37245 -2.50521 -4.03578  0.60
H -0.18500 -3.35946 -5.07375  0.50
H -3.17683 -0.35445 -2.70306  0.68
H -3.18158 -1.48649 -1.32735  0.46
H 2.29763 0.14203 -2.14670  0.40
H 3.03838 -1.56105 -1.92415  0.72
H 1.02897 3.23432 -1.68046  0.31
O 1.53942 2.45824 -2.02831  -0.55
H 2.03511 2.82077 -2.78385  0.32
H -0.24622 4.01696 0.02829  0.33
O -0.20150 4.22365 -0.93420  -0.70
H -0.66715 5.07690 -1.11888  0.33
C -1.67520 1.91299 -1.93578  -1.06
H -2.55828 1.99216 -2.58437  0.46
H -1.56228 2.82773 -1.34388  0.32
H -0.73279 1.77749 -2.48582  0.36
C -3.23594 0.96630 0.31348  -1.30
H -2.90029 1.85153 0.87304  0.44
H -4.15279 1.19754 -0.24587  0.45
H -3.40398 0.15446 1.03828  0.40
C 2.20600 -2.29351 0.75795  -1.26
H 3.11432 -2.70298 0.29887  0.49
H 2.35980 -2.11880 1.83244  0.40
H 1.36582 -2.99954 0.63315  0.33
C 3.03553 0.50259 0.60731  -1.17
H 2.71115 0.73344 1.62611  0.45
H 4.02210 0.03247 0.60012  0.46
H 2.97504 1.39822 -0.01489  0.40
F -1.59321 -1.57790 4.69623  -0.21
C -1.78215 -2.36293 3.60942  0.73
F -1.13347 -3.54035 3.83380  -0.21
F -3.11007 -2.61852 3.51006  -0.21
C -1.25018 -1.70404 2.28815  0.98
O -0.46166 -0.71332 2.40320  -0.66
O -1.60357 -2.19453 1.18629  -0.57

Results
* highest occupied orbital energy (spin up / spin down): -18.438 / -20.197 eV
* 2S+1: 5
* charge: +3
* energy above the lowest of the compared OMol25 structures with the same formula, charge and spin: 0.0 kJ/mol
* HOMO-LUMO gap (spin up / spin down): 6.8 / 4.9 eV
* DFT total energy: -52815.284 eV
* ⟨S²⟩: 6.03
* molecular weight: 477.34 g mol⁻¹

Entry 2:
The following is a DFT calculation (wB97M-V/def2-TZVPD) of a molecular structure, C13H23IN4O.

Each line ends with the Mulliken charge.
Cartesian coordinates (Å):
N 0.25396 -4.44201 -0.05337  -0.49
C 1.16923 -3.90031 1.02666  -0.44
N 0.95842 -2.39732 1.30455  -0.06
C 1.12044 -1.40453 0.37044  -0.52
N 1.58718 -1.82482 -1.03952  -0.34
N 0.89075 0.07605 0.56999  0.83
C 2.16527 0.84306 0.84322  -0.60
C 1.99327 2.30105 0.04210  -0.11
C 3.41027 3.10028 -0.16316  -0.46
O 3.82666 3.59582 1.16828  -0.53
C -0.20866 0.37996 1.56165  -0.98
C -1.63248 -0.38190 1.27739  -0.40
C -2.46933 0.23140 -0.02007  0.40
C -1.70535 0.77130 -1.38543  -0.90
C -2.66924 1.31826 -2.60008  -0.69
C -4.30592 1.34530 -2.41347  -0.36
C -5.09954 0.82196 -1.03838  -0.49
C -4.12985 0.26974 0.17467  -0.40
H -0.23800 -5.31692 0.23151  0.26
H -0.39740 -3.70868 -0.41311  0.27
H 2.31062 -4.11011 0.85612  0.25
H 0.88142 -4.49131 2.02350  0.29
H 0.67477 -2.16379 2.28258  0.36
H 1.64148 -0.94214 -1.62896  0.22
H 2.60690 -2.08321 -0.90680  0.29
H 3.05512 0.27470 0.29826  0.30
H 2.39108 0.98485 1.99248  0.22
H 1.52859 2.00202 -1.01302  0.14
H 1.22081 2.98031 0.60257  0.27
H 3.25952 4.03278 -0.89235  0.33
H 4.22096 2.39887 -0.66282  0.23
H 4.34577 4.45012 1.06179  0.31
H -0.42893 1.54459 1.52638  0.27
H 0.17175 0.10049 2.64219  0.40
H -1.54574 -1.55647 1.18890  0.25
H -2.31785 -0.16784 2.23123  0.36
H -0.54497 0.75248 -1.54541  1.15
H -2.18113 1.71220 -3.60961  0.20
H -5.02115 1.76231 -3.26953  0.23
H -6.28972 0.85044 -0.98667  0.25
H -4.60927 -0.11929 1.18360  0.18
I 0.11028 0.11028 -2.81829  -0.47

Results
* highest occupied orbital energy: -5.411 eV
* energy above the lowest of the compared OMol25 structures with the same formula, charge and spin: 1123.2 kJ/mol
* HOMO-LUMO gap: 4.6 eV
* DFT total energy: -29945.978 eV
* molecular weight: 378.26 g mol⁻¹

Entry 3:
The following is a DFT calculation (wB97M-V/def2-TZVPD) of a molecular structure, C13H23N4O6S4.

Each line ends with the Mulliken charge.
Cartesian coordinates (Å):
O 3.77193 -0.91366 3.26638  -0.46
C 3.91008 -0.50661 2.13592  -0.02
C 2.71851 -0.29740 1.19884  -0.41
S 2.66853 -1.37549 -0.25605  0.92
O 4.02008 -1.44526 -0.75940  -0.66
O 1.83175 -0.66163 -1.20160  -0.73
N 1.93304 -2.77162 0.03371  -0.22
S 2.85367 -3.89977 0.76960  1.09
O 4.05764 -4.29369 0.08548  -0.70
O 3.06508 -3.52070 2.15528  -0.64
C 1.79325 -5.38546 0.84322  -1.00
C 0.37602 -5.16654 0.26303  -0.69
C -0.69714 -4.67016 1.26054  -0.61
S -0.10822 -3.40644 2.43859  0.01
C -1.57090 -2.47208 2.87089  0.19
S -2.47492 -2.94619 4.14854  -0.32
N -1.93981 -1.36628 2.11598  0.20
C -1.46350 -1.00725 0.85263  -0.09
C -2.13253 0.11158 0.53112  -0.78
N -3.03022 0.48523 1.54365  -0.66
C -2.85784 -0.40933 2.45155  -0.10
H 4.93398 -0.23169 1.80356  0.34
H 1.79413 -0.29807 1.78620  0.17
H 2.81332 0.72034 0.79003  0.40
H 1.76205 -5.79595 1.85844  0.42
H 2.29167 -6.14347 0.22783  0.41
H 0.04380 -6.13121 -0.14951  0.43
H 0.44254 -4.47634 -0.58419  0.35
H -1.53218 -4.28378 0.65904  0.37
H -1.10045 -5.54027 1.79784  0.46
H -0.71545 -1.57776 0.31377  0.39
H -1.95577 0.64145 -0.39840  0.54
H -3.39633 -0.40451 3.38985  0.38
C -0.95596 6.23025 -2.62970  -1.39
C -1.65596 5.03428 -3.26683  0.38
C -2.35804 4.11883 -2.25010  -0.77
O -1.49141 3.26810 -1.52750  -0.25
C -0.86703 3.87622 -0.40852  -0.72
N -0.68457 4.29816 -4.08251  -0.75
H -0.02442 5.95313 -2.13732  0.28
H -0.70648 6.97141 -3.39027  0.35
H -1.60043 6.71636 -1.89338  0.34
H -2.42853 5.42928 -3.93419  0.39
H -3.02296 3.45102 -2.80564  0.32
H -2.99409 4.69493 -1.56505  0.41
H -1.51862 4.60539 0.08132  0.33
H 0.07172 4.34593 -0.71061  0.25
H -0.62832 3.09134 0.30905  0.25
H -1.16994 3.56032 -4.58527  0.27
H -0.07082 3.79504 -3.44586  0.34

Results
* highest occupied orbital energy: -5.902 eV
* charge: -1
* energy above the lowest of the compared OMol25 structures with the same formula, charge and spin: 56.3 kJ/mol
* HOMO-LUMO gap: 7.3 eV
* DFT total energy: -75439.527 eV
* molecular weight: 459.62 g mol⁻¹

Entry 4:
The following is a DFT calculation (wB97M-V/def2-TZVPD) of a molecular structure, C13H24As2Cl3GeN2PdS.

Each line ends with the Mulliken charge.
Cartesian coordinates (Å):
Pd 0.42564 0.31345 -0.33826  0.50
C 0.21199 -0.04623 3.62897  -1.36
As 0.20363 -0.86780 1.87094  1.01
C 0.92237 -2.63562 2.30062  -1.20
C -1.67568 -1.16768 1.44730  0.42
C -2.65951 -0.89368 2.39060  -0.44
C -3.99945 -1.08066 2.07795  -0.84
C -4.36445 -1.53027 0.81880  -0.77
C -3.38907 -1.78025 -0.13798  -0.62
C -2.04633 -1.60165 0.17115  0.22
As -0.67339 -1.90719 -1.18595  0.66
C -0.28719 -3.81812 -1.02222  -1.08
C -1.54023 -1.82323 -2.92124  -1.24
H 1.24584 0.16647 3.89892  0.43
H -0.20109 -0.76416 4.33633  0.49
H -0.35331 0.88181 3.64748  0.41
H 0.10746 -3.26869 2.64895  0.40
H 1.64571 -2.51683 3.10614  0.50
H 1.41874 -3.09501 1.44930  0.36
H -2.38861 -0.54311 3.37763  0.41
H -4.75637 -0.86476 2.81977  0.44
H -5.40739 -1.68647 0.57868  0.44
H -3.68330 -2.12486 -1.12131  0.38
H -1.13962 -4.36893 -1.41771  0.39
H -0.12279 -4.09473 0.01570  0.36
H 0.59715 -4.05904 -1.61062  0.42
H -2.29092 -2.60741 -3.00670  0.47
H -0.77949 -1.98209 -3.68499  0.41
H -1.99087 -0.84653 -3.07224  0.41
C 3.53782 3.56222 0.14702  -1.05
N 3.02834 2.21875 -0.14418  -0.10
C 2.82776 1.65068 -1.32944  0.62
S 2.57687 -0.09444 -1.36121  -0.36
N 2.81341 2.27667 -2.48455  -0.13
C 2.86181 3.71125 -2.77733  -1.02
H 3.55689 3.68467 1.22581  0.35
H 2.89619 4.33312 -0.26821  0.37
H 4.55262 3.68460 -0.23172  0.37
H 3.12550 1.55888 0.60677  0.18
H 2.64124 1.67603 -3.27586  0.29
H 3.79282 4.16131 -2.44287  0.35
H 2.01627 4.22747 -2.32398  0.37
H 2.79642 3.83139 -3.85398  0.36
Cl -0.48565 2.21167 1.00948  -0.44
Ge -2.41078 2.18388 -0.46325  0.48
Cl -0.74876 1.47799 -2.09732  -0.38
Cl -2.40823 4.25711 -1.00122  -0.27

Results
* highest occupied orbital energy (spin up / spin down): -14.544 / -14.808 eV
* 2S+1: 2
* charge: +2
* energy above the lowest of the compared OMol25 structures with the same formula, charge and spin: 45.7 kJ/mol
* HOMO-LUMO gap (spin up / spin down): 5.8 / 6.1 eV
* DFT total energy: -246913.805 eV
* ⟨S²⟩: 0.77
* molecular weight: 675.65 g mol⁻¹